No. 1
Entry from the OMol25 dataset: C34H47N2O3SSeTa as an isolated structure at a distorted geometry (ωB97M-V with the def2-TZVPD basis set).

HOMO level: -13.6 eV
Net charge: +2
Orbital gap: 6.55 eV

Each line ends with the Löwdin charge.
CARTESIAN COORDINATES (ANGSTROEM)
H1 -0.356604 7.170917 0.053762  0.10
H2 -0.082120 -3.156416 -2.795595  0.10
C1 2.055737 2.317453 -0.154241  -0.07
Ta1 1.433924 -1.467934 1.757253  1.54
H3 6.242606 -4.836826 0.822950  0.13
C2 -0.750539 5.143991 -1.823638  -0.03
C3 -5.550721 -1.063839 -2.193290  -0.05
H4 7.237976 -3.567814 2.765486  0.16
H5 1.808468 4.246062 -1.002304  0.11
H6 -3.623200 -2.523039 -1.868159  0.10
C4 0.171371 6.234840 0.244932  -0.03
H7 -2.475396 -3.843418 -3.102275  0.09
H8 -0.938725 -2.123911 4.683467  0.08
H9 -5.446281 1.665337 -2.165958  0.10
O1 1.899565 0.088060 0.842991  -0.36
C5 -2.323171 -4.517789 -2.257207  -0.05
H10 4.001590 -4.060301 -0.000589  0.14
C6 0.697807 -2.581319 3.406855  -0.44
C7 3.535770 0.944711 -1.653833  -0.03
H11 -2.540239 6.046995 -0.049327  0.10
C8 4.466245 -3.600345 0.863249  -0.03
C9 -4.527426 1.180537 -1.830498  -0.03
H12 5.063984 3.187005 -1.654669  0.09
C10 -0.649798 5.052887 -0.293875  -0.55
H13 5.943154 -1.854890 3.727217  0.17
H14 -6.460769 -0.573128 -2.540438  0.10
Se1 -0.620002 0.195489 2.171961  1.25
C11 -1.273409 -4.923724 -0.047496  -0.03
C12 5.718449 -4.026504 1.304318  0.01
H15 -0.837821 -3.810502 4.103229  0.12
N1 3.793385 -2.610780 1.435811  0.01
C13 -0.540503 2.790457 0.893785  -0.03
C14 -2.832205 -0.124903 0.341260  -0.03
H16 -0.521100 -4.624773 0.684841  0.07
H17 -5.959753 -0.863549 0.578644  0.10
H18 -1.506501 2.952625 1.350802  0.11
C15 1.392278 1.345946 0.590319  -0.30
N2 5.555541 -2.360195 2.938255  0.12
C16 -4.856959 -0.166200 -1.168581  -0.55
H19 0.388896 -4.746189 -2.187139  0.09
H20 -5.840073 -2.024479 -1.758985  0.10
H21 5.444945 1.752410 0.201831  0.09
C17 -2.060583 5.129587 0.291988  -0.06
H22 -1.891990 -5.439392 -2.650923  0.10
H23 -3.293487 -4.766692 -1.821758  0.10
O2 1.565897 -3.311454 2.917786  -0.10
C18 0.048158 3.747150 0.078131  -0.14
C19 -1.647586 -0.672467 0.769145  -0.35
H24 -2.682721 4.292417 -0.037964  0.08
C20 -1.860272 -2.579743 -0.686158  -0.07
H25 0.261258 -3.256207 5.359396  0.12
H26 -1.305986 4.294270 -2.229255  0.09
H27 4.007373 4.236584 -0.714723  0.10
H28 -2.236471 -5.006292 0.461182  0.10
C21 4.026547 3.360766 -1.366735  -0.05
C22 -5.813228 0.059553 0.013643  -0.04
C23 -3.557808 -0.783293 -0.652852  -0.13
H29 0.232973 5.168892 -2.297368  0.08
C24 0.006002 -3.766408 -1.893799  -0.03
C25 1.335602 3.483604 -0.400523  0.06
S1 3.413990 -0.845112 3.361286  0.76
H30 3.467494 3.584837 -2.277477  0.09
H31 0.741619 -3.299886 -1.239044  0.06
H32 4.144560 0.900686 1.047530  0.04
C26 4.409477 1.830777 0.541445  -0.03
C27 0.141592 1.610055 1.117671  -0.38
O3 0.064761 -2.277384 0.797230  -0.29
H33 4.354329 2.644196 1.268686  0.10
H34 -1.275650 6.058838 -2.105291  0.10
C28 -1.148461 -1.870515 0.266897  -0.28
H35 4.564817 0.775043 -1.978497  0.09
H36 3.158856 0.018469 -1.217642  0.06
H37 -3.187812 0.801424 0.775868  0.12
H38 -3.879785 1.039440 -2.699048  0.10
H39 2.938324 1.173103 -2.538398  0.10
H40 -5.445725 0.828161 0.697558  0.08
H41 1.149840 6.301498 -0.234860  0.08
C29 -3.053072 -1.994165 -1.120965  0.07
C30 3.491048 2.113353 -0.658099  -0.53
C31 4.311994 -2.003812 2.524463  -0.76
H42 0.322346 6.145000 1.322893  0.09
C32 6.260962 -3.352621 2.355656  0.02
H43 -4.024209 1.858660 -1.136019  0.07
C33 -1.365618 -3.930803 -1.219727  -0.53
H44 -4.923293 -1.245572 -3.069621  0.09
C34 -0.267762 -2.944717 4.454093  0.00
H45 -6.786178 0.387029 -0.356186  0.09
H46 -2.046500 5.154852 1.384762  0.09
H47 -1.003992 -5.914697 -0.419464  0.10

Forces on the atoms, in the same order (eV/Å):
0.0 0.0 0.0
0.0 0.0 0.0
0.3 -0.1 -0.2
0.6 -1.1 0.2
0.0 0.0 0.0
0.0 0.0 0.0
0.0 0.0 0.0
0.0 0.0 0.0
0.0 0.0 0.0
0.0 0.0 0.0
0.0 0.0 0.0
0.0 0.0 0.0
0.0 0.0 0.0
0.0 0.0 0.0
0.4 0.7 -0.8
0.0 0.0 0.0
0.0 0.0 0.0
-0.2 -0.2 0.2
0.0 0.0 0.0
0.0 0.0 0.0
-0.2 0.2 -0.2
0.0 0.0 0.0
0.0 0.0 0.0
0.0 0.0 0.0
0.0 0.0 0.0
0.0 0.0 0.0
-0.2 0.2 -0.2
0.0 0.0 0.0
0.0 0.0 -0.1
0.0 0.0 0.0
-0.5 0.3 0.1
0.0 0.0 0.1
0.0 0.0 0.0
0.0 0.0 0.0
0.0 0.0 0.0
0.0 0.0 0.0
-0.1 0.0 0.1
0.0 0.0 -0.1
0.0 0.0 0.0
0.0 0.0 0.0
0.0 0.0 0.0
0.0 0.0 0.0
0.0 0.0 0.0
0.0 0.0 0.0
0.0 0.0 0.0
-0.3 0.1 0.1
0.0 0.0 0.0
0.2 0.0 0.3
0.0 0.0 0.0
0.1 -0.3 -0.2
0.0 0.0 0.0
0.0 0.0 0.0
0.0 0.0 0.0
0.0 0.0 0.0
0.0 0.0 0.0
0.0 0.0 0.0
0.0 0.0 0.0
0.0 0.0 0.0
0.0 0.0 -0.1
0.0 0.1 0.0
0.2 0.2 0.4
0.0 0.0 0.0
0.0 0.0 0.0
0.0 0.0 0.0
0.0 0.0 0.0
-0.1 -0.2 0.2
-0.1 -0.2 -0.3
0.0 0.0 0.0
0.0 0.0 0.0
-0.1 0.3 0.0
0.0 0.0 0.0
0.0 0.0 0.0
0.0 0.0 0.0
0.0 0.0 0.0
0.0 0.0 0.0
0.0 0.0 0.0
0.0 0.0 0.0
-0.1 0.0 0.0
-0.1 0.0 0.0
-0.1 0.0 0.0
0.0 0.0 0.0
0.1 0.1 0.1
0.0 0.0 0.0
0.0 0.0 0.1
0.0 0.0 0.0
0.1 0.0 0.2
0.0 0.0 0.0
0.0 0.0 0.0
0.0 0.1 0.0

No. 2
Entry from the OMol25 dataset: a single C4H13N3 molecule at a distorted geometry (ωB97M-V with the def2-TZVPD basis set).

HOMO level: -8.9 eV
Net charge: 0
Orbital gap: 10.00 eV
Energy above the lowest of the compared OMol25 structures with the same formula, charge and spin: 2.788 eV
Structure (SMILES): NCCNCCN

Each line ends with the Löwdin charge.
CARTESIAN COORDINATES (ANGSTROEM)
H1 -1.304436 2.879439 2.558058  0.09
H2 -0.595148 0.789224 -0.175308  0.01
N1 -1.051193 2.277052 1.706984  -0.05
H3 -0.629173 -0.311150 -2.727934  0.13
C1 0.250077 0.070438 1.469200  -0.18
H4 -2.039500 0.326493 2.024081  0.10
C2 0.158254 -1.084407 -2.275242  -0.35
H5 -0.052944 2.478022 1.612934  0.04
H6 0.994269 -1.769593 -0.619718  0.14
H7 1.884350 -0.985744 -3.739284  0.08
H8 -0.151932 -2.151268 -2.549636  0.11
N2 0.151111 0.244221 -0.050616  -0.05
H9 2.003017 -0.165908 -2.388934  0.09
C3 -1.065089 0.824964 2.162460  -0.23
H10 -0.870432 -1.710070 -0.426643  0.12
C4 0.017284 -1.079903 -0.763128  -0.27
N3 1.569952 -1.091082 -2.738776  -0.06
H11 0.244441 -0.925782 1.960834  0.10
H12 1.213701 0.586081 1.758742  0.10
H13 -0.726600 0.798966 3.201922  0.08

Forces on the atoms, in the same order (eV/Å):
0.1 -1.1 -1.7
-3.7 2.5 -1.0
-0.2 -0.1 1.9
1.8 -1.4 0.4
-1.7 1.8 -0.3
0.6 0.2 -0.2
-2.2 -0.7 -2.2
-0.3 0.1 -0.2
-2.0 1.6 0.9
-1.7 -0.6 1.0
-0.3 1.6 0.1
3.9 -5.1 1.6
-0.7 -1.9 -0.2
3.2 0.5 -0.4
0.8 0.9 -0.5
2.4 -1.4 0.8
1.8 3.5 0.6
0.1 0.1 -1.2
-1.2 -0.4 0.2
-0.7 -0.2 0.3